# 1
Molecular formula: C4H9N2O2
Method: DFT, ωB97M-V/def2-TZVPD

```
17
Properties=species:S:1:pos:R:3:lowdin_charge:R:1
C 0.862 -0.317 0.083 0.166
C -1.236 -0.665 0.116 -0.018
C -1.890 -1.940 -0.035 -0.007
C 2.869 0.750 0.016 0.024
N -1.826 0.483 0.108 -0.315
N 1.407 0.792 -0.025 0.029
O -3.018 0.656 -0.004 0.059
O -1.138 1.705 0.026 0.051
H 1.483 -1.276 0.222 0.155
H -1.399 -2.411 -0.779 0.056
H -3.036 -1.686 -0.184 0.169
H -1.795 -2.478 0.842 0.072
H 3.293 -0.167 -0.238 0.094
H 3.157 1.292 -0.788 0.075
H 3.172 1.256 0.890 0.110
H -1.628 2.468 -0.275 0.144
H 0.724 1.539 0.025 0.136
```

Frontier orbital gap (alpha / beta) ... 8.76 / 8.75 eV
E_LUMO (alpha / beta) ... -4.5 / -4.5 eV
Charge ... +1
ΔE to the lowest compared entry with this formula, charge and spin ... 190.45 kcal/mol
Electronic energy ... -417.27785 hartree
Maximum force ... 0.130 hartree/bohr

=====

# 2
Molecular formula: C4H9N2O2S
Method: DFT, ωB97M-V/def2-TZVPD

```
18
Properties=species:S:1:pos:R:3:lowdin_charge:R:1
C 2.423 0.804 1.866 -0.274
C -2.284 -0.432 -0.930 -0.081
C 0.113 -1.553 -1.387 -0.063
C -0.880 -0.855 -0.383 -0.481
N -0.111 0.109 0.191 -0.165
N -0.555 1.194 0.600 0.032
O 0.959 3.048 2.384 -0.462
O 2.042 2.630 0.186 -0.443
S 1.370 2.064 1.347 0.562
H 2.493 0.140 1.077 -0.081
H 2.222 0.278 2.792 -0.033
H -2.111 0.725 -1.219 0.104
H -2.802 -0.958 -1.737 0.050
H -3.072 -0.298 -0.203 0.038
H 0.131 -2.713 -1.345 0.087
H 1.082 -1.236 -1.134 0.032
H -0.031 -1.355 -2.471 0.066
H -0.991 -1.592 0.364 0.113
```

Frontier orbital gap ... 6.85 eV
E_LUMO ... 3.5 eV
Charge ... -1
ΔE to the lowest compared entry with this formula, charge and spin ... 16.60 kcal/mol
Electronic energy ... -815.86826 hartree
Maximum force ... 0.114 hartree/bohr

=====

# 3
Molecular formula: C4H9N2OS
Method: DFT, ωB97M-V/def2-TZVPD

```
17
Properties=species:S:1:pos:R:3:lowdin_charge:R:1
C 0.507 -1.311 -0.856 -0.998
C -1.783 -0.483 -0.072 -0.145
C 0.017 1.239 -0.862 -0.090
C -0.270 -0.124 -0.199 -0.452
N 1.666 0.649 1.731 -0.097
N 0.371 0.031 1.578 -0.097
O 1.623 -1.588 -0.422 -0.109
S -0.307 -1.704 -2.267 0.512
H -2.445 0.385 0.185 0.067
H -2.033 -1.023 -1.025 -0.018
H -1.845 -1.257 0.768 0.083
H 1.123 1.450 -0.843 0.088
H -0.619 1.931 -0.331 0.059
H -0.419 1.049 -1.824 0.044
H 2.451 0.197 1.215 0.068
H 1.376 1.556 1.471 0.013
H 0.586 -0.999 1.753 0.071
```

Frontier orbital gap ... 7.11 eV
E_LUMO ... 3.7 eV
Charge ... -1
ΔE to the lowest compared entry with this formula, charge and spin ... 68.13 kcal/mol
Electronic energy ... -740.71543 hartree
Maximum force ... 0.068 hartree/bohr

=====

# 4
Molecular formula: C4H9N2P3
Method: DFT, ωB97M-V/def2-TZVPD

```
18
Properties=species:S:1:pos:R:3:lowdin_charge:R:1
C -0.261 0.498 -0.426 -0.540
C -2.229 -0.717 0.159 -0.102
C -0.735 -0.836 -0.059 -0.373
C -0.105 1.608 0.935 -0.282
N 2.267 -0.927 -1.022 -0.499
N 2.023 -0.114 1.298 -0.635
P 1.018 0.963 -1.540 0.680
P 1.695 1.291 0.568 0.703
P 2.558 -1.385 0.429 0.611
H -2.525 -1.692 0.577 0.076
H -2.780 -0.698 -0.847 0.110
H -2.349 0.091 0.867 0.064
H -0.094 -1.299 0.717 0.072
H -0.332 -1.584 -0.934 0.144
H -0.450 2.690 0.754 0.084
H -0.501 1.362 1.802 -0.013
H 2.326 -1.639 -1.749 -0.022
H 0.475 2.388 -1.531 -0.080
```

Frontier orbital gap (alpha / beta) ... 7.28 / 7.28 eV
E_LUMO (alpha / beta) ... -0.8 / -0.8 eV
ΔE to the lowest compared entry with this formula, charge and spin ... 44.53 kcal/mol
Electronic energy ... -1291.23809 hartree
Maximum force ... 0.134 hartree/bohr

=====

# 5
Molecular formula: C4H9N2S
Method: DFT, ωB97M-V/def2-TZVPD

```
16
Properties=species:S:1:pos:R:3:lowdin_charge:R:1
C 1.108 1.469 0.373 -0.041
C 1.174 2.738 0.295 0.148
C -2.571 -0.962 -1.122 0.027
C 1.341 -0.531 1.660 -0.016
N -1.634 -1.606 -1.785 -0.526
N 0.998 0.239 0.454 -0.002
S 0.011 -1.591 -1.685 0.666
H 0.454 3.434 0.488 0.071
H 1.937 3.343 -0.061 0.084
H -3.585 -1.316 -1.131 0.082
H -2.547 -0.060 -0.435 0.118
H 2.305 -0.941 1.457 0.082
H 1.462 0.100 2.572 0.124
H 0.861 -1.552 1.670 0.117
H -1.800 -2.400 -2.445 0.114
H 0.486 -0.364 -0.305 -0.047
```

Frontier orbital gap (alpha / beta) ... 8.41 / 8.41 eV
E_LUMO (alpha / beta) ... -4.0 / -4.0 eV
Charge ... +1
ΔE to the lowest compared entry with this formula, charge and spin ... 110.88 kcal/mol
Electronic energy ... -665.11565 hartree
Maximum force ... 0.062 hartree/bohr

=====

# 6
Molecular formula: C4H9N3
Method: DFT, ωB97M-V/def2-TZVPD

```
16
Properties=species:S:1:pos:R:3:lowdin_charge:R:1
C 1.555 -0.693 -0.895 -0.123
C -1.142 0.224 0.145 -0.522
N -1.212 -0.581 1.278 0.143
N -2.180 0.014 -0.738 0.125
C 0.796 1.355 0.443 -0.225
C 1.600 0.270 0.257 -0.192
N -0.511 1.375 0.096 0.056
H -1.513 -1.531 1.120 0.094
H -0.378 -0.543 1.844 0.091
H -3.044 -0.326 -0.343 0.092
H -2.323 0.767 -1.393 0.096
H 1.139 2.234 0.982 0.096
H 2.550 0.268 0.782 0.077
H 2.479 -0.646 -1.474 0.067
H 0.728 -0.466 -1.566 0.063
H 1.456 -1.722 -0.538 0.063
```

Frontier orbital gap ... 8.31 eV
E_LUMO ... 0.9 eV
SMILES ... C/C=C\N=C(N)N
ΔE to the lowest compared entry with this formula, charge and spin ... 26.91 kcal/mol
Electronic energy ... -322.04747 hartree
Maximum force ... 0.056 hartree/bohr

=====

# 7
Molecular formula: C4H9N3
Method: DFT, ωB97M-V/def2-TZVPD

```
16
Properties=species:S:1:pos:R:3:lowdin_charge:R:1
C 1.549 0.929 -0.900 -0.095
C -1.120 0.236 0.154 -0.539
C 0.167 -0.713 0.494 -0.393
N -1.135 1.335 0.968 0.129
N -0.122 -1.972 0.799 0.032
C 1.337 -0.243 -0.004 -0.084
N -1.962 -0.162 -0.663 0.108
H -1.823 2.047 0.779 0.099
H -0.257 1.620 1.369 0.094
H -1.124 -2.292 -0.426 0.155
H -0.913 -2.043 1.439 0.058
H -1.701 -1.616 -0.806 0.096
H 2.223 -0.819 0.247 0.108
H 2.138 0.620 -1.770 0.083
H 0.621 1.353 -1.278 0.068
H 2.122 1.720 -0.403 0.078
```

Frontier orbital gap (alpha / beta) ... 7.71 / 7.71 eV
E_LUMO (alpha / beta) ... -1.0 / -1.0 eV
ΔE to the lowest compared entry with this formula, charge and spin ... 123.23 kcal/mol
Electronic energy ... -321.89397 hartree
Maximum force ... 0.052 hartree/bohr

=====

# 8
Molecular formula: C4H9N3
Method: DFT, ωB97M-V/def2-TZVPD

```
16
Properties=species:S:1:pos:R:3:lowdin_charge:R:1
C -0.705 1.709 0.441 -0.051
C -0.202 0.318 0.307 -0.326
C 1.048 -0.119 -0.170 -0.312
N -2.101 -1.002 -0.099 0.045
N 0.787 -1.611 0.082 0.044
C 2.225 0.447 -0.490 0.009
N -0.907 -0.844 0.552 -0.077
H -2.367 -0.291 -0.780 0.097
H -2.523 -1.905 0.064 0.090
H 1.533 -2.124 0.537 0.088
H 0.326 -2.152 -0.641 0.091
H -1.197 2.071 -0.467 0.069
H 0.135 2.367 0.663 0.078
H -1.453 1.765 1.238 0.078
H 2.243 1.449 -0.885 0.038
H 3.158 -0.077 -0.352 0.039
```

Frontier orbital gap (alpha / beta) ... 6.60 / 7.27 eV
E_LUMO (alpha / beta) ... 0.4 / 1.0 eV
SMILES ... C=C(N)/C(C)=N/N
ΔE to the lowest compared entry with this formula, charge and spin ... 136.20 kcal/mol
Electronic energy ... -321.87331 hartree
Maximum force ... 0.077 hartree/bohr